Computed, not measured: a cluster of 14 separate species, C65H169N11O23 in total, with wB97M-V/def2-TZVPD.

Atoms and positions in Å:
O  -14.13177  -19.39916  -4.26523
O  -22.06452  -8.31265  6.01853
O  -22.19946  -22.44054  4.81002
O  -19.15686  -14.52208  -3.96442
O  -25.14521  -11.47687  2.67162
O  -22.51529  -15.24231  3.02732
O  -29.15704  -15.12072  2.13422
O  -25.70815  -21.17286  1.23385
O  -29.83600  -16.79560  6.37048
O  -17.51540  -16.40336  -0.35840
O  -18.26703  -18.58597  2.59721
O  -25.97025  -15.29734  -4.83610
O  -26.07397  -15.91431  4.12298
O  -26.19743  -22.30628  -4.26141
O  -26.02285  -16.22550  -0.72567
O  -30.28501  -17.28524  -2.11045
O  -34.85054  -16.69863  -2.51828
O  -23.96085  -13.58996  8.34222
O  -30.58369  -14.42700  -0.91265
O  -27.09768  -16.72806  12.33207
O  -19.96190  -12.68753  0.73692
O  -22.88662  -19.84703  -3.84957
O  -20.32118  -16.55499  7.19548
N  -18.11083  -13.74164  7.93870
N  -15.43451  -17.63682  -1.99660
N  -30.73140  -17.21082  0.81691
N  -27.68883  -14.85769  6.02476
N  -19.91596  -20.86686  4.37761
N  -22.51183  -10.76164  4.40184
N  -23.40253  -16.04936  0.25777
N  -24.81045  -15.07875  11.67642
N  -33.69704  -14.74455  -0.68143
N  -25.53535  -19.98681  -2.80082
N  -23.48989  -17.02038  -5.19700
C  -21.01647  -7.39801  6.16313
C  -35.61603  -15.91377  -1.60942
C  -24.67728  -14.87718  -5.35835
C  -29.76836  -15.61055  7.09017
C  -26.81265  -14.25960  -4.38242
C  -15.67276  -16.16950  -1.83851
C  -18.94526  -14.53399  7.04918
C  -19.84780  -21.87838  5.37323
C  -34.71126  -15.70932  -0.39832
C  -17.12866  -15.83656  -1.57836
C  -18.80780  -15.93189  0.11848
C  -22.80498  -18.22250  -5.69901
C  -26.65186  -18.58005  -4.41839
C  -24.09138  -14.34543  10.63101
C  -25.86943  -12.04422  1.59365
C  -22.49060  -8.40043  4.66507
C  -31.36825  -18.09550  -1.41140
C  -24.78957  -14.22535  9.26450
C  -19.11176  -17.89163  3.44777
C  -22.29391  -20.65371  -2.92090
C  -18.63929  -20.89408  3.62519
C  -14.04231  -20.69575  -4.90942
C  -31.54272  -13.68332  -0.17261
C  -21.66878  -15.53353  1.92878
C  -29.86293  -17.44884  1.91850
C  -21.91440  -23.49866  3.89121
C  -19.09572  -16.00929  7.60165
C  -22.03613  -18.94217  -4.55374
C  -13.79027  -19.30817  -2.85789
C  -30.75116  -18.41127  -0.02833
C  -28.30252  -15.19990  7.29354
C  -26.17870  -14.59898  11.96219
C  -30.83307  -16.69405  -3.29306
C  -24.02928  -16.03539  -6.12560
C  -25.66202  -15.99967  2.80619
C  -27.31017  -16.81583  -1.04777
C  -20.54933  -17.95231  7.54963
C  -20.03333  -12.33324  -0.61910
C  -23.29714  -11.94199  4.24334
C  -29.50177  -13.50883  -1.31924
C  -24.95675  -17.01256  -1.24391
C  -31.16862  -17.12947  6.08869
C  -23.86572  -12.10668  2.73879
C  -26.21394  -21.02857  -4.88750
C  -26.28361  -14.64620  6.05830
C  -14.03110  -17.90399  -2.37813
C  -27.80449  -17.64497  13.10777
C  -22.17094  -15.89363  4.22815
C  -23.66007  -16.20417  -1.14265
C  -22.90369  -14.36832  7.82247
C  -25.80782  -14.64837  4.65491
C  -22.29101  -15.21969  0.56309
C  -20.31419  -15.09548  -3.43136
C  -18.48758  -14.42263  5.62854
C  -26.46215  -19.97344  1.11154
C  -32.78321  -14.47703  0.40988
C  -35.42349  -16.69274  -3.82793
C  -26.87634  -15.45791  12.98773
C  -18.57499  -19.99430  2.38818
C  -29.79347  -16.22730  2.79683
C  -26.55364  -19.99417  -3.80868
C  -25.94983  -23.38742  -5.16723
C  -29.22200  -13.89178  2.84353
C  -21.25367  -22.17506  5.88371
C  -23.40777  -9.62072  4.43237
H  -13.04434  -21.11993  -5.02004
H  -19.54222  -15.90995  -0.68666
H  -24.09593  -9.65813  5.27683
H  -20.46387  -14.84253  -2.38174
H  -25.65655  -24.28139  -4.61685
H  -18.72787  -16.90503  3.70732
H  -35.33620  -15.21196  0.34343
H  -21.11651  -15.68052  4.40386
H  -25.42626  -20.92655  -2.44712
H  -17.77385  -20.40201  1.77171
H  -26.96414  -17.97051  -3.57042
H  -21.57930  -21.32008  -3.40402
H  -21.64051  -18.22350  -3.83604
H  -12.77669  -19.70752  -2.82210
H  -26.18229  -13.83439  4.03417
H  -27.76047  -14.91146  13.31606
H  -26.06110  -13.66204  6.47062
H  -23.11491  -15.71417  -6.62442
H  -36.40353  -17.16484  -3.89692
H  -30.21118  -14.77315  6.55093
H  -22.57859  -12.74355  4.41446
H  -30.07596  -16.02968  -3.70960
H  -26.08036  -13.61699  12.42493
H  -27.31671  -20.14239  0.45635
H  -34.26934  -16.67429  -0.15007
H  -21.62966  -21.29918  6.41244
H  -15.36970  -15.74176  -2.79417
H  -25.10078  -15.13754  2.44587
H  -17.35647  -14.38127  8.14342
H  -28.77685  -14.07728  3.82104
H  -20.22315  -16.18002  -3.37144
H  -24.05911  -14.51033  -4.53896
H  -21.59106  -18.22008  7.37296
H  -17.75841  -16.25328  -2.36440
H  -31.78457  -16.31543  5.70652
H  -26.90455  -19.70689  2.07141
H  -23.12705  -11.73874  2.02670
H  -23.89688  -13.18115  2.55810
H  -22.57041  -14.17584  0.42024
H  -26.85333  -23.67260  -5.70616
H  -25.70038  -15.37451  6.62178
H  -22.42696  -16.95312  4.22375
H  -14.39005  -19.98995  -2.25495
H  -17.44669  -14.62976  5.38005
H  -31.35700  -19.11678  0.54028
H  -28.86882  -17.43112  13.01000
H  -35.42265  -15.67833  -4.22676
H  -23.96472  -9.58218  3.49619
H  -30.17470  -15.73235  8.09423
H  -22.84972  -16.81544  -1.53987
H  -26.70963  -14.47578  11.01824
H  -15.55800  -18.17918  -1.15358
H  -18.25706  -16.67791  7.40751
H  -25.08988  -23.26419  -5.82557
H  -20.79842  -14.90260  2.10899
H  -29.82239  -12.57275  -1.77647
H  -25.01696  -17.20241  -2.31556
H  -32.31879  -17.58391  -1.26021
H  -23.70248  -15.22539  -1.62045
H  -20.99836  -12.43971  -1.11454
H  -19.52198  -13.09478  -1.20790
H  -33.42331  -13.95276  1.11946
H  -26.53499  -15.99873  2.15349
H  -27.78740  -18.64535  12.67528
H  -27.45037  -17.87529  -0.83331
H  -30.78604  -15.90562  3.11214
H  -18.98223  -15.99093  8.68557
H  -14.97390  -15.78419  -1.09606
H  -29.20010  -16.48668  3.67361
H  -27.82404  -16.04939  7.78089
H  -28.25936  -14.36325  7.99085
H  -27.83473  -14.63254  -4.31641
H  -30.37495  -16.54829  0.14305
H  -22.12554  -13.74941  7.37578
H  -26.81113  -13.41547  -5.07203
H  -21.99453  -17.96495  -6.38088
H  -31.69792  -16.10120  -2.99528
H  -27.53466  -20.22603  -3.39404
H  -21.39958  -16.58713  1.85420
H  -22.31149  -14.82847  8.61345
H  -36.00097  -15.00033  -2.06279
H  -30.28939  -18.29271  2.46083
H  -28.84188  -17.66999  1.60764
H  -19.47857  -20.16889  1.80411
H  -18.53799  -13.76560  8.85360
H  -18.73691  -13.46591  5.16960
H  -20.39331  -12.01578  1.27006
H  -36.54652  -16.40149  -1.31887
H  -13.72913  -17.18950  -3.14390
H  -24.13308  -17.13078  -4.42613
H  -14.36476  -20.50456  -5.93293
H  -31.05934  -17.45481  -4.04015
H  -18.77213  -15.16861  -4.56073
H  -19.77845  -11.29854  -0.84831
H  -23.10567  -7.52815  4.44387
H  -28.89640  -13.99209  -2.08610
H  -25.96448  -13.10553  1.82321
H  -25.17380  -15.17090  8.88183
H  -22.99912  -21.27476  -2.36856
H  -20.13160  -7.81690  5.68395
H  -24.72970  -14.48904  4.63539
H  -28.65390  -13.11340  2.33412
H  -27.74896  -15.62673  5.37280
H  -34.70349  -17.30245  -4.37378
H  -23.14386  -14.87477  10.53050
H  -25.23790  -20.76521  -5.29503
H  -20.31249  -18.10577  8.60246
H  -25.66543  -13.58129  9.34293
H  -18.75831  -14.87366  0.37501
H  -21.77299  -20.11272  -2.13093
H  -20.66396  -21.02420  3.71743
H  -30.25166  -13.59725  3.04643
H  -23.80942  -13.33398  10.92354
H  -22.44987  -23.29065  2.96487
H  -20.11864  -17.75186  3.05441
H  -21.14038  -19.36722  -5.00656
H  -19.21067  -18.40142  4.40612
H  -26.29179  -15.53549  13.90445
H  -19.96021  -14.14058  7.10569
H  -22.73585  -15.41170  5.02611
H  -27.47828  -17.57334  14.14535
H  -17.79124  -20.62072  4.25304
H  -21.19441  -14.71172  -3.94715
H  -28.87712  -13.05357  -0.55071
H  -21.92995  -10.83050  5.22450
H  -23.54170  -18.86537  -6.18071
H  -20.85164  -23.58422  3.66470
H  -24.64518  -19.86171  -3.26132
H  -24.70715  -14.09303  -6.11487
H  -25.03289  -20.92926  1.87127
H  -29.77410  -18.89443  -0.03133
H  -25.65591  -18.27035  -4.73504
H  -13.36288  -17.67057  -1.54921
H  -25.42771  -11.97130  0.59983
H  -22.30406  -24.44007  4.27850
H  -18.40329  -21.90563  3.29480
H  -19.22574  -16.42419  0.99658
H  -31.18738  -17.93597  5.35568
H  -25.10953  -16.92918  2.66883
H  -26.89122  -11.66763  1.64056
H  -31.86863  -12.85639  -0.80353
H  -14.75368  -21.41929  -4.51123
H  -18.99399  -15.11619  4.95724
H  -31.05477  -13.24634  0.69861
H  -27.38852  -18.58162  -5.22178
H  -19.21486  -21.57053  6.20553
H  -24.65268  -16.43426  -6.92583
H  -19.87458  -18.52187  6.91056
H  -21.67127  -8.42172  3.94649
H  -28.00927  -16.30335  -0.38691
H  -21.21705  -6.43696  5.68957
H  -21.22505  -23.02118  6.57026
H  -24.81562  -16.04124  11.37036
H  -24.04405  -12.10711  5.01985
H  -17.31583  -14.76939  -1.69758
H  -21.51068  -15.32857  -0.19014
H  -24.94729  -17.96159  -0.70787
H  -20.68797  -7.35763  7.20167
H  -26.59004  -13.92127  -3.37046
H  -31.70918  -17.45059  6.97907
H  -26.98621  -20.97547  -5.65489
H  -24.23870  -15.59875  0.60108
H  -32.47694  -15.41376  0.87552
H  -23.16194  -15.15575  7.11440
H  -19.48228  -22.79567  4.91164
H  -25.93703  -19.08358  0.76443
H  -27.49368  -16.49046  -2.07176
H  -33.12528  -15.10129  -1.43372
H  -31.54630  -19.00447  -1.98600

Atoms 1-3, force components in eV/Å:
-0.1 -0.7 0.1
-0.4 -0.5 -0.3
0.5 0.5 0.2

Properties
Charge ... 0
HOMO ... -8.337 eV
Energy ... -133610.91185 eV
F_max ... 3.0 eV/A
Energy above the lowest of the compared OMol25 structures with the same formula, charge and spin ... 0.0000 eV